Entry 1:
102
Properties=species:S:1:pos:R:3 method="wB97M-V/def2-TZVPD" fmax_ev_per_a=1.590 homo_energy_ev=0.1039 gap_ev=2.573 charge=-2 total_energy_ha=-3576.81660 lumo_energy_ev=2.68
C -0.341 0.575 -1.120
O -1.374 1.307 -0.471
C -1.672 2.480 -1.179
C -2.584 2.202 -2.410
C -3.944 2.892 -2.278
C -5.086 2.083 -2.922
Al -5.477 0.340 -1.982
N -7.220 -0.432 -2.528
C -7.221 -1.619 -2.410
S -7.218 -3.191 -2.084
C -4.085 -1.108 -2.322
O -3.526 -1.603 -1.312
O -3.835 -1.471 -3.489
P -5.681 0.723 0.382
O -6.532 2.174 0.578
O -4.196 0.926 1.091
S -6.620 -0.729 1.261
H -0.785 0.116 -2.006
H 0.070 -0.185 -0.455
H 0.481 1.252 -1.379
H -0.765 2.973 -1.557
H -2.172 3.160 -0.486
H -2.059 2.523 -3.310
H -2.689 1.118 -2.495
H -4.162 3.195 -1.247
H -3.869 3.838 -2.836
H -5.990 2.711 -2.844
H -4.892 1.982 -3.992
H -5.916 2.853 0.277
H -3.749 1.655 0.643
C 2.268 0.835 -3.883
O 1.692 1.342 -2.941
N 2.469 -0.486 -4.030
C 3.168 -1.046 -5.171
C 1.962 -1.382 -3.001
H 2.679 1.434 -4.716
H 2.502 -1.730 -5.701
H 4.042 -1.594 -4.822
H 3.487 -0.259 -5.852
H 0.882 -1.270 -2.911
H 2.413 -1.131 -2.039
H 2.198 -2.413 -3.258
C 1.023 -0.242 3.611
O 1.147 -1.149 2.806
N 0.042 0.669 3.620
C -0.016 1.711 4.621
C -1.001 0.619 2.592
H 1.749 -0.100 4.437
H -0.951 1.631 5.181
H 0.025 2.689 4.136
H 0.821 1.623 5.314
H -1.519 -0.338 2.644
H -0.550 0.711 1.608
H -1.713 1.425 2.741
C 4.709 0.119 5.510
O 4.127 0.580 6.477
N 4.973 -1.181 5.318
C 5.670 -1.661 4.141
C 4.540 -2.137 6.324
H 5.073 0.760 4.690
H 5.032 -2.358 3.597
H 6.588 -2.172 4.441
H 5.924 -0.831 3.486
H 3.457 -2.082 6.440
H 5.001 -1.895 7.283
H 4.824 -3.142 6.026
C -7.226 0.758 -6.375
O -6.700 1.712 -6.920
N -7.694 -0.332 -7.016
C -8.306 -1.433 -6.295
C -7.575 -0.402 -8.457
H -7.364 0.699 -5.284
H -7.740 -2.349 -6.473
H -9.335 -1.572 -6.641
H -8.314 -1.228 -5.226
H -6.524 -0.337 -8.743
H -8.106 0.438 -8.912
H -7.995 -1.338 -8.818
C 5.268 -3.857 -4.209
O 5.348 -3.602 -5.394
N 6.225 -4.463 -3.480
C 6.058 -4.736 -2.067
C 7.459 -4.852 -4.138
H 4.371 -3.603 -3.618
H 6.839 -4.226 -1.498
H 6.131 -5.811 -1.888
H 5.086 -4.387 -1.724
H 7.943 -3.971 -4.562
H 7.241 -5.546 -4.950
H 8.127 -5.325 -3.423
C 2.083 2.889 9.688
O 1.281 3.430 10.428
N 3.295 3.385 9.380
C 4.213 2.691 8.491
C 3.691 4.655 9.959
H 1.873 1.923 9.201
H 5.140 2.473 9.029
H 4.437 3.326 7.631
H 3.783 1.765 8.140
H 3.683 4.582 11.048
H 2.983 5.431 9.664
H 4.688 4.921 9.619

Entry 2:
98
Properties=species:S:1:pos:R:3 method="wB97M-V/def2-TZVPD" fmax_ev_per_a=0.819 homo_energy_ev="-4.6104 / -4.6103" gap_ev="6.885 / 6.860" charge=-1 relative_energy_kcal_mol=0.0 total_energy_ha=-2932.62308 lumo_energy_ev="2.27 / 2.25" multiplicity=3
C 0.505 -0.139 1.701
C 1.948 -0.039 2.199
C 3.013 0.233 1.133
I 3.128 -1.356 -0.303
C 2.821 1.572 0.408
O 1.825 1.433 -0.569
B 2.189 2.264 -1.755
N 1.491 3.614 -1.599
P 1.704 1.389 -3.543
P -0.325 0.823 -3.104
O -1.035 -0.049 -4.054
O -0.333 0.163 -1.639
O -1.095 2.236 -2.917
O 3.648 2.320 -1.685
C 4.067 2.190 -0.342
C 4.508 3.547 0.321
C 3.992 4.858 -0.272
O 2.904 5.415 0.475
B 5.422 1.344 -0.344
O 6.079 1.062 -1.505
O 6.083 0.981 0.826
H 0.452 -0.631 0.732
H -0.107 -0.702 2.408
H 0.060 0.851 1.585
H 2.023 0.803 2.898
H 2.221 -0.952 2.731
H 3.985 0.161 1.615
H 2.472 2.287 1.173
H 0.647 3.554 -1.042
H 1.234 4.065 -2.470
H 2.151 0.049 -3.452
H 0.212 0.661 -0.995
H -0.968 2.569 -2.020
H 4.226 3.544 1.381
H 5.604 3.594 0.297
H 3.651 4.704 -1.292
H 4.812 5.585 -0.281
H 3.283 5.953 1.172
H 7.007 0.882 -1.335
H 5.650 1.321 1.610
C -3.693 5.271 2.599
C -3.191 5.186 1.147
C -4.218 5.772 0.167
C -5.435 4.881 -0.069
C -5.015 3.469 -0.464
C -4.059 2.824 0.545
N -2.903 3.765 0.748
O -2.031 3.678 -0.183
C -4.775 2.508 1.860
C -3.513 1.510 -0.009
C -1.883 5.969 1.052
H -3.352 4.419 3.185
H -3.292 6.172 3.064
H -4.779 5.323 2.669
H -3.717 5.948 -0.789
H -4.526 6.749 0.552
H -6.077 4.860 0.817
H -6.039 5.314 -0.870
H -5.888 2.819 -0.572
H -4.517 3.498 -1.437
H -4.066 2.141 2.603
H -5.503 1.719 1.667
H -5.313 3.351 2.284
H -3.056 1.632 -0.987
H -4.341 0.804 -0.101
H -2.768 1.084 0.665
H -1.115 5.521 1.682
H -2.071 6.988 1.398
H -1.504 6.006 0.035
C -1.721 -6.352 -0.616
C -0.494 -5.746 0.090
C 0.309 -4.856 -0.868
C 1.127 -5.626 -1.900
C 2.004 -6.680 -1.232
C 1.206 -7.641 -0.343
N 0.410 -6.821 0.632
O 1.089 -6.458 1.656
C 0.314 -8.552 -1.191
C 2.147 -8.541 0.452
C -0.991 -4.910 1.266
H -1.943 -7.351 -0.241
H -2.590 -5.725 -0.421
H -1.600 -6.408 -1.697
H 0.988 -4.229 -0.284
H -0.387 -4.178 -1.368
H 0.477 -6.086 -2.649
H 1.758 -4.919 -2.441
H 2.542 -7.270 -1.980
H 2.756 -6.182 -0.613
H -0.325 -9.166 -0.554
H 0.958 -9.216 -1.769
H -0.316 -8.016 -1.894
H 2.864 -7.960 1.025
H 2.687 -9.181 -0.248
H 1.585 -9.172 1.142
H -1.506 -5.536 1.997
H -1.692 -4.168 0.881
H -0.176 -4.394 1.764

Entry 3:
93
Properties=species:S:1:pos:R:3 method="wB97M-V/def2-TZVPD" fmax_ev_per_a=0.791 homo_energy_ev=-8.3467 gap_ev=8.568 charge=0 smiles="CCCCP(CCCSC(=S)N(CC)CC)C(F)(F)F.COCCNCCOC.COCCNCCOC" total_energy_ha=-2887.97794 lumo_energy_ev=0.22
C 6.581 2.561 0.574
C 6.996 1.638 1.720
C 7.034 0.161 1.316
C 5.635 -0.492 1.361
P 5.334 -1.551 -0.111
C 3.702 -2.387 0.219
C 2.632 -1.506 0.901
C 1.536 -1.002 -0.050
S -0.135 -1.535 0.344
C -0.518 -0.624 1.809
S 0.401 0.560 2.423
N -1.760 -0.994 2.373
C -2.955 -0.315 1.817
C -2.697 0.885 0.918
C -1.937 -2.437 2.612
C -2.287 -2.739 4.078
C 6.404 -2.993 0.420
F 6.171 -4.060 -0.380
F 6.210 -3.419 1.688
F 7.715 -2.704 0.318
H 6.876 3.593 0.768
H 7.044 2.247 -0.364
H 5.500 2.558 0.420
H 6.279 1.751 2.540
H 7.971 1.937 2.108
H 7.710 -0.394 1.966
H 7.452 0.076 0.307
H 4.875 0.291 1.344
H 5.503 -1.052 2.288
H 3.864 -3.295 0.798
H 3.347 -2.706 -0.763
H 3.076 -0.640 1.382
H 2.172 -2.086 1.702
H 1.525 0.085 -0.078
H 1.696 -1.353 -1.072
H -3.564 -1.043 1.272
H -3.567 0.023 2.661
H -3.649 1.397 0.765
H -2.005 1.598 1.363
H -2.336 0.584 -0.065
H -1.019 -2.951 2.338
H -2.721 -2.818 1.950
H -1.578 -3.436 4.525
H -2.253 -1.817 4.656
H -3.285 -3.169 4.178
C 3.194 7.230 0.632
O 2.440 6.987 -0.536
C 3.102 6.218 -1.530
C 2.480 4.847 -1.675
N 2.714 4.035 -0.492
C 2.000 2.766 -0.458
C 0.475 2.783 -0.484
O -0.119 3.295 0.691
C -0.242 4.700 0.762
H 2.653 7.973 1.215
H 3.324 6.331 1.245
H 4.186 7.625 0.391
H 4.167 6.132 -1.295
H 3.003 6.751 -2.480
H 2.936 4.350 -2.538
H 1.414 4.986 -1.903
H 2.484 4.572 0.333
H 2.300 2.241 0.453
H 2.344 2.159 -1.305
H 0.138 1.744 -0.550
H 0.077 3.305 -1.363
H -0.427 5.139 -0.224
H 0.644 5.177 1.193
H -1.091 4.919 1.409
C -8.849 -4.101 -1.399
O -7.728 -4.907 -1.689
C -7.404 -5.013 -3.069
C -6.106 -4.306 -3.388
N -6.238 -2.867 -3.240
C -4.996 -2.113 -3.340
C -3.887 -2.396 -2.332
O -4.170 -1.974 -1.010
C -4.976 -2.860 -0.257
H -9.094 -4.259 -0.350
H -8.656 -3.034 -1.557
H -9.713 -4.386 -2.009
H -8.219 -4.612 -3.681
H -7.293 -6.075 -3.302
H -5.835 -4.530 -4.425
H -5.326 -4.740 -2.747
H -6.689 -2.661 -2.359
H -5.245 -1.051 -3.266
H -4.582 -2.272 -4.342
H -3.013 -1.818 -2.642
H -3.588 -3.451 -2.329
H -4.798 -3.904 -0.527
H -6.042 -2.640 -0.369
H -4.725 -2.725 0.795